A cluster of 13 separate species, C5H37N2O13 in total at a distorted geometry. Source: OMol25; level of theory: ωB97M-V/def2-TZVPD.

```
57
Properties=species:S:1:pos:R:3:lowdin_charge:R:1
O -0.4397 0.0068 3.9856 0.07
C 0.3343 0.0998 3.0400 -0.49
N 1.4660 -0.6331 3.0320 0.02
C 2.7484 -0.5322 2.2979 -0.07
C -0.2130 0.7574 1.7410 -0.11
N 0.3843 0.2056 0.3550 0.27
C -2.4469 1.3028 0.5169 -0.07
C -1.7659 0.5024 1.7188 -0.15
H 1.6531 -1.2258 3.9431 0.21
H 2.8931 -1.4310 1.6675 0.09
H 2.7661 0.2414 1.5294 0.03
H 3.4754 -0.4028 3.0747 0.10
H -0.0121 1.8420 1.7392 0.14
H 1.0296 -0.5772 0.5159 0.09
H 0.8776 0.9595 -0.1179 0.13
H -0.4364 -0.0725 -0.1352 0.11
H -3.3500 0.8599 0.1057 0.04
H -2.6827 2.3810 0.7490 0.09
H -1.7499 1.4347 -0.3625 0.04
H -2.0779 -0.5184 1.7127 0.07
H -2.1072 0.7769 2.7334 0.12
H -1.3620 -3.7352 1.6300 0.08
H -2.0525 -2.7617 0.7662 0.00
O -1.6164 -2.7568 1.6420 -0.09
H -2.7623 -1.9307 -1.3756 0.04
H -3.7510 -1.1553 -0.5193 0.05
O -2.9346 -1.6746 -0.4524 -0.06
H 1.3731 -0.3348 -4.0397 0.01
H 1.3931 0.3726 -5.2851 0.02
O 1.7836 -0.4187 -4.9142 -0.05
H 2.0472 1.7135 3.2445 0.05
H 1.9349 3.1167 3.1074 0.09
O 2.0830 2.3569 2.5123 -0.05
H 1.9631 -3.9508 1.5813 0.08
H 0.7393 -4.4214 2.5539 0.05
O 1.3550 -3.7348 2.3234 -0.06
H 3.0585 2.0330 0.6024 0.00
H 4.5282 1.5718 0.3778 0.06
O 3.6371 1.5107 0.0448 -0.05
H -1.2124 -0.3705 -4.0745 0.04
H -1.4914 -1.9070 -3.8951 0.06
O -1.3760 -1.0901 -3.3936 -0.08
H 0.4409 2.2959 -1.8799 0.02
H -0.7861 3.2397 -1.6068 0.07
O -0.5295 2.3797 -1.9325 -0.06
H -3.4987 -0.8508 -2.7696 0.01
H -4.0590 0.3457 -2.1035 0.03
O -4.3683 -0.4119 -2.6255 -0.05
H 2.8989 2.5802 -1.9254 0.05
H 2.3337 4.0283 -2.1059 0.06
O 2.1238 3.1429 -1.8290 -0.04
H -1.4171 2.4206 -4.8240 0.05
H -1.2770 1.7611 -3.4901 0.00
O -1.2520 1.5609 -4.4378 -0.06
H 0.0521 -2.7882 -0.2545 0.03
H 0.6798 -2.4313 1.1407 0.05
O 0.8916 -2.5352 0.1275 -0.11
```

## Properties
LUMO level ... -2.71 eV
E ... -1300.074621 hartree
Strongest force on any atom ... 0.06279 hartree/bohr
Charge ... +1
Gap between HOMO and LUMO ... 10.26 eV

---

A cluster of 14 separate species, C5H37NO13 in total at a distorted geometry. Source: OMol25; level of theory: ωB97M-V/def2-TZVPD.

```
56
Properties=species:S:1:pos:R:3:lowdin_charge:R:1
N -0.6990 0.6455 0.5641 -0.05
C -1.3771 -0.2641 1.5386 -0.18
C -1.9811 0.6575 2.5594 -0.18
C -0.9627 1.8371 2.6846 -0.12
C -0.3874 1.9055 1.2622 -0.37
C 1.1289 2.1959 1.1445 -0.04
H -1.0567 0.5733 -0.3767 0.07
H -2.0827 -0.9255 1.0689 0.10
H -0.5541 -0.7914 1.9495 0.09
H -2.1319 0.2803 3.5979 0.11
H -2.9498 0.9589 2.1824 0.10
H -0.2337 1.4088 3.3907 0.11
H -1.3722 2.6921 3.2467 0.12
H -0.9201 2.5899 0.5467 0.13
H 1.2673 3.2400 1.4355 0.08
H 1.4857 2.0121 0.1104 0.06
H 1.6754 1.4827 1.7386 0.05
H 0.8873 -0.0157 -0.4765 0.02
H 1.6121 -1.2122 -1.2621 0.04
O 1.7468 -0.3756 -0.7503 -0.10
H -1.7312 -1.0804 -3.3332 0.03
H -1.6972 -2.2898 -4.2843 0.10
O -1.6959 -2.0590 -3.3218 -0.05
H 2.8523 -2.7827 4.4553 0.02
H 2.8701 -3.1783 2.9921 -0.02
O 2.8350 -3.5452 3.8783 -0.06
H -3.0437 0.8567 -1.1081 0.01
H -4.5808 1.0037 -1.4863 0.05
O -3.8128 0.4347 -1.4975 -0.04
H 4.0138 -1.8481 1.3471 -0.02
H 4.9971 -2.8946 1.6063 0.06
O 4.0401 -2.8084 1.4798 -0.07
H 3.3799 -0.1545 1.9035 0.09
H 3.1691 -0.0728 0.2523 0.01
O 3.8329 -0.1072 0.9851 -0.11
H -0.2089 0.1782 -3.1161 0.03
H -1.3047 1.1898 -3.5095 0.08
O -0.9689 0.6706 -2.7715 -0.06
H -1.3814 -2.5877 4.4442 0.05
H 0.0883 -2.3155 4.4443 0.02
O -0.7498 -1.8693 4.5841 -0.05
H 1.0971 -2.8579 -2.1021 0.06
H -0.1766 -1.9896 -2.7176 0.00
O 0.7953 -2.0830 -2.5726 -0.07
H 1.0161 4.9214 -1.8168 0.07
H 1.6552 3.6769 -2.1966 0.03
O 0.9307 4.2323 -2.5014 -0.05
H -0.6238 2.4984 -1.8725 0.00
H -1.1278 3.8373 -2.4361 0.02
O -1.3181 3.1652 -1.7868 -0.08
H 2.1789 1.6123 -3.3856 0.05
H 2.1076 0.5052 -2.3714 0.00
O 2.0348 0.6385 -3.3393 -0.07
H -3.8293 -2.6048 -0.5797 0.03
H -4.5737 -1.3472 -0.0984 -0.01
O -4.4558 -2.2776 0.0741 -0.06
```

## Properties
LUMO level ... -0.06 eV
E ... -1245.539306 hartree
Strongest force on any atom ... 0.06142 hartree/bohr
Gap between HOMO and LUMO ... 8.60 eV

---

A cluster of 14 separate species, C5H37NO15 in total at a distorted geometry. Source: OMol25; level of theory: ωB97M-V/def2-TZVPD.

```
58
Properties=species:S:1:pos:R:3:lowdin_charge:R:1
C 0.1858 1.0874 1.1156 0.07
C 0.6197 -0.0194 0.4631 -0.50
N 0.6648 -1.2977 1.1496 -0.13
C 1.9737 -1.9522 0.9733 -0.07
C -0.4544 -2.2052 0.8134 -0.13
C -1.8277 -1.5982 1.1422 -0.17
O -2.5683 -1.2710 -0.0254 -0.14
O 1.0194 0.0214 -0.7780 -0.14
H 0.1378 1.9965 0.6415 0.02
H 4.0153 1.7822 1.8618 0.06
H -0.1623 1.0976 2.1259 0.04
H 2.7732 -1.2442 1.1300 0.07
H 2.1103 -2.8148 1.6863 0.11
H 2.1380 -2.3602 -0.0288 0.07
H -0.4211 -2.5693 -0.1806 0.09
H -0.3026 -3.1226 1.4311 0.14
H -2.4931 -2.2876 1.6634 0.13
H -1.7527 -0.7255 1.7610 0.10
H -1.9634 -1.1126 -0.8025 0.07
H -1.0937 0.7502 -4.7445 0.06
H -1.7187 -0.0206 -3.5575 0.01
O -1.7070 0.8561 -4.0076 -0.06
H -2.6917 1.9727 1.6467 0.01
H -3.6420 2.4395 2.7553 0.05
O -2.7145 2.3573 2.5712 -0.08
H 2.2553 2.4849 -1.0612 0.07
H 2.9015 1.0181 -1.6353 0.08
O 3.0978 1.7928 -0.9639 0.07
H -1.9479 -2.2585 -2.5252 0.05
H -0.4898 -1.7286 -2.4934 0.04
O -1.4431 -1.4170 -2.5293 -0.08
H 2.2062 -0.6205 -2.7862 0.03
H 3.7403 -0.3569 -3.0103 0.08
O 2.8920 0.0992 -2.9228 -0.05
H 2.7955 0.8185 2.2584 0.03
H 2.9980 1.3862 -0.0487 0.06
O 3.4273 1.1106 1.5281 -0.07
H -1.1118 2.1492 5.0873 -0.03
H -1.6808 1.7655 3.7699 -0.01
O -1.1016 1.4538 4.5114 -0.06
H -2.2985 1.6539 -0.4906 0.00
H -2.9605 0.3825 0.0785 0.04
O -2.9764 1.3823 0.1024 -0.05
H 0.9796 3.7467 -0.3202 0.11
H 0.4006 2.8671 -1.5365 0.04
O 1.2125 3.4184 -1.2298 -0.04
H -3.0225 -2.8098 -0.8073 -0.01
H -4.0455 -3.5814 -1.7137 0.08
O -3.0867 -3.5060 -1.4768 -0.07
H -1.1074 1.5595 -2.5799 0.04
H -0.1137 1.0235 -1.4565 0.04
O -0.7184 1.7978 -1.6976 -0.09
H 1.3836 0.7000 4.1055 0.06
H 1.7825 -0.5528 3.2470 0.05
O 2.1369 0.2362 3.6975 -0.05
H 1.5199 -2.6980 -2.0312 0.03
H 1.0802 -1.1799 -1.5284 0.03
O 1.1697 -1.8970 -2.3477 -0.12
```

## Properties
LUMO level ... 0.28 eV
E ... -1396.078354 hartree
Strongest force on any atom ... 0.07303 hartree/bohr
Gap between HOMO and LUMO ... 8.31 eV

---

A cluster of 14 separate species, C5H38N2O14 in total at a distorted geometry. Source: OMol25; level of theory: ωB97M-V/def2-TZVPD.

```
59
Properties=species:S:1:pos:R:3:lowdin_charge:R:1
C 0.5029 1.0981 1.8439 -0.20
O 1.1860 -0.0990 2.1685 -0.13
C -0.8813 0.6849 1.3285 -0.34
C -1.3778 1.8767 0.4178 -0.11
C -2.7685 1.5915 -0.2090 -0.37
C -3.8975 2.0045 0.4110 0.02
N -2.6656 0.9233 -1.4779 0.12
N -1.7972 0.5404 2.4920 0.02
H 1.2200 1.7109 1.1643 0.13
H 0.2982 1.6241 2.8750 0.15
H -1.0392 -0.3147 0.7544 0.17
H -0.7033 1.9303 -0.4181 0.10
H -1.3625 2.7817 1.0463 0.11
H -4.9167 1.6133 0.1327 0.08
H -3.7996 2.6052 1.2059 0.00
H -3.4942 0.3735 -1.5940 0.08
H -1.7950 0.4967 -1.6980 0.04
H 0.7597 -0.6536 2.8124 0.04
H -1.6137 1.4442 3.0976 0.14
H -2.7013 0.6180 2.0464 0.05
H -1.6450 -1.7484 -2.3775 -0.09
H -2.6626 -2.8775 -2.4793 0.08
O -2.3421 -2.1190 -1.9344 -0.04
H 4.3571 -0.1434 0.9713 0.11
H 2.7559 -0.1593 1.1756 0.06
O 3.5117 0.3885 0.7432 -0.11
H 1.7450 3.8605 1.3239 0.02
H 0.5747 3.9385 0.5615 0.05
O 0.8273 3.8147 1.4929 -0.05
H -0.1120 -1.4896 -3.7909 0.02
H 0.4865 -1.7825 -2.4244 0.13
O -0.1618 -1.0902 -2.9718 -0.10
H 1.3149 2.8137 -2.5252 0.07
H 2.5961 3.6974 -2.4569 0.02
O 1.9746 3.3122 -1.8888 -0.07
H -1.2273 -1.2260 3.0505 0.00
H -0.6989 -2.2918 4.0514 0.07
O -0.5312 -1.8720 3.1625 -0.08
H 2.5067 1.7512 -1.8379 0.03
H 3.0756 0.6119 -0.9797 -0.05
O 2.6749 0.7712 -1.7678 -0.07
H 0.5562 -3.2035 0.9372 -0.03
H 1.3254 -1.8525 1.1191 0.02
O 1.3907 -2.7851 0.8256 -0.05
H 2.1146 -0.8117 -1.3981 0.01
H 1.7856 -2.1938 -0.8286 -0.05
O 1.8846 -1.7235 -1.5848 0.00
H 0.3093 0.6913 -3.0704 -0.01
H 1.2927 1.1786 -4.2024 0.09
O 0.6799 1.5051 -3.4230 -0.12
H -2.6755 -4.1301 4.5283 0.06
H -2.8644 -2.8778 5.3177 0.05
O -2.2170 -3.3156 4.7707 -0.04
H 2.4649 -0.8590 -4.1346 0.08
H 2.9625 0.4611 -3.4134 -0.01
O 2.6659 0.1051 -4.2480 -0.07
H -1.6329 -3.1823 0.1124 0.06
H -1.1297 -2.9339 1.6354 0.00
O -1.1254 -3.5487 0.8876 -0.07
```

## Properties
LUMO level ... 0.25 eV
E ... -1376.113344 hartree
Strongest force on any atom ... 0.10337 hartree/bohr
Gap between HOMO and LUMO ... 8.54 eV

---

A cluster of 14 separate species, C5H39N2O14 in total at a distorted geometry. Source: OMol25; level of theory: ωB97M-V/def2-TZVPD.

```
60
Properties=species:S:1:pos:R:3:lowdin_charge:R:1
C -0.5097 1.5323 -0.5049 -0.23
O 0.1123 2.7557 -0.2048 -0.08
C -1.9796 1.7746 -0.7950 -0.21
C -2.8682 0.5765 -1.0933 -0.18
C -2.2625 -0.7356 -0.7775 -0.14
C -1.5330 -1.4433 -1.6670 -0.20
N -0.6761 -2.4631 -1.2831 0.07
N -2.7055 2.4523 0.4507 0.18
H -0.1428 0.9056 -1.3432 0.12
H -0.4051 0.7610 0.3156 0.14
H 1.0539 2.6294 -0.4761 0.08
H -1.9914 2.5820 -1.5359 0.15
H -3.2043 0.6784 -2.1558 0.13
H -3.8881 0.6288 -0.7054 0.12
H -2.2927 -1.0381 0.2611 0.10
H -1.4319 -1.2116 -2.7312 0.10
H -0.5713 -2.7607 -0.3252 0.04
H -0.5827 -3.2328 -1.9354 0.09
H -2.6010 1.7375 1.1970 0.08
H -3.6546 2.7145 0.2252 0.15
H -2.1331 3.2086 0.9407 0.13
H -1.2207 -4.5859 1.7217 0.03
H -2.5757 -3.8154 1.4844 0.06
O -1.9496 -4.0903 2.1596 -0.06
H -1.6474 -2.5984 3.0830 0.03
H -1.1832 -1.6120 4.2539 0.08
O -1.3351 -1.6905 3.2978 -0.08
H 1.8269 2.9714 -3.7581 0.08
H 0.8195 1.9847 -3.1700 0.02
O 1.7385 2.0546 -3.4717 -0.05
H -0.7125 1.1366 -4.2493 0.07
H 0.4002 0.0262 -4.3541 0.08
O -0.2189 0.4698 -3.7655 -0.05
H 0.3406 -5.0577 1.0475 0.06
H 1.0523 -3.7012 1.3837 0.02
O 0.3180 -4.1132 0.8462 -0.10
H -2.7397 1.4609 3.4211 0.08
H -2.3279 0.0149 2.8518 0.01
O -2.8279 0.8267 2.6996 -0.04
H 1.9130 -1.6497 1.5986 0.03
H 1.2746 -2.3760 2.7099 0.04
O 1.9555 -2.5324 2.0365 -0.05
H 2.5838 -0.1843 -0.7416 0.01
H 3.2605 0.0793 0.6357 0.06
O 2.6736 -0.5351 0.1834 -0.08
H 3.5930 2.7830 -0.8316 0.03
H 3.2427 3.6160 0.5146 0.06
O 2.9230 3.2042 -0.2870 -0.04
H 2.4029 -2.0383 -2.0376 0.05
H 3.9297 -2.2438 -1.9806 0.08
O 3.2306 -1.8018 -2.4755 -0.04
H 0.8060 -0.1676 3.9918 0.04
H -0.0474 -0.5071 2.7516 -0.01
O 0.6186 0.1196 3.0943 -0.06
H -0.3064 2.5228 1.7089 0.03
H -0.1667 4.1081 1.8993 0.08
O -0.7315 3.3387 1.9902 -0.05
H 3.6847 -0.1296 -2.1001 0.02
H 2.8816 1.1197 -2.4904 0.01
O 3.5391 0.8136 -1.8315 -0.10
```

## Properties
LUMO level ... -2.25 eV
E ... -1376.540381 hartree
Strongest force on any atom ... 0.05328 hartree/bohr
Charge ... +1
Gap between HOMO and LUMO ... 8.49 eV